Record 1
The following is a quantum chemistry calculation of a 3-piece molecular cluster, C17H44FN4O4S overall, from the OMol25 dataset.

```
71
Properties=species:S:1:pos:R:3:lowdin_charge:R:1
C 0.831 -2.463 1.299 -0.07
N -0.019 -1.260 1.175 -0.11
C -0.926 -1.128 2.260 -0.22
N -2.052 -0.123 1.942 -0.35
S -1.780 0.960 0.529 0.95
C -3.409 -0.780 1.857 -0.13
C -3.485 -1.888 0.820 -0.38
C -4.889 -2.440 0.734 -0.01
F -3.116 -1.341 -0.413 -0.04
H 1.212 -2.739 0.318 0.06
H 0.249 -3.297 1.691 0.09
H 1.673 -2.297 1.977 0.09
H 0.594 -0.452 1.167 0.10
H -0.494 -0.776 3.206 0.14
H -1.395 -2.089 2.452 0.12
H -2.092 0.513 2.736 0.13
H -1.332 1.965 1.309 -0.12
H -3.625 -1.194 2.843 0.15
H -4.134 -0.004 1.621 0.13
H -2.780 -2.694 1.039 0.14
H -5.562 -1.668 0.360 0.10
H -5.247 -2.758 1.713 0.10
H -4.915 -3.280 0.044 0.10
C 4.714 -6.547 -4.529 -0.11
O 4.130 -5.349 -4.997 -0.19
C 2.971 -5.516 -5.801 -0.21
C 1.725 -5.056 -5.076 -0.22
N 1.400 -5.940 -3.967 -0.05
C 0.360 -5.461 -3.071 -0.20
C 0.568 -4.133 -2.350 -0.22
O 1.574 -4.152 -1.349 -0.22
C 2.905 -4.017 -1.822 -0.09
H 5.697 -6.293 -4.135 0.09
H 4.130 -7.018 -3.730 0.08
H 4.838 -7.272 -5.339 0.09
H 2.872 -6.558 -6.120 0.12
H 3.099 -4.899 -6.694 0.12
H 0.889 -5.054 -5.783 0.13
H 1.895 -4.016 -4.765 0.10
H 2.239 -6.134 -3.438 0.07
H 0.203 -6.229 -2.309 0.12
H -0.574 -5.386 -3.639 0.12
H -0.363 -3.902 -1.824 0.12
H 0.753 -3.307 -3.047 0.11
H 2.957 -3.357 -2.691 0.09
H 3.350 -4.980 -2.082 0.08
H 3.495 -3.584 -1.013 0.09
C -0.557 8.062 -0.014 -0.11
O 0.347 8.096 1.070 -0.19
C -0.171 8.654 2.271 -0.21
C -0.355 7.593 3.333 -0.21
N -1.426 6.672 2.983 -0.05
C -1.529 5.488 3.819 -0.20
C -0.334 4.544 3.905 -0.22
O -0.064 3.818 2.711 -0.22
C 0.678 4.525 1.727 -0.09
H 0.022 7.837 -0.908 0.09
H -1.330 7.292 0.104 0.08
H -1.053 9.027 -0.152 0.09
H -1.112 9.177 2.076 0.12
H 0.555 9.385 2.634 0.13
H -0.603 8.083 4.280 0.13
H 0.615 7.094 3.467 0.11
H -1.323 6.396 2.016 0.07
H -2.385 4.908 3.462 0.12
H -1.771 5.807 4.838 0.12
H -0.567 3.790 4.661 0.12
H 0.576 5.054 4.238 0.11
H 1.404 5.200 2.183 0.09
H 0.034 5.102 1.058 0.08
H 1.215 3.788 1.130 0.09
```

Values from the calculation:
total charge	+1
LUMO level	-3.21	eV
HOMO-LUMO gap	0.265	Ha
E_HOMO	-10.42	eV
E_tot	-46035.605	eV
largest force on an atom	0.4	eV/A



Record 2
The following is a quantum chemistry calculation of a 3-piece molecular cluster, C17H44N6O4P2 overall in a non-equilibrium geometry, from the OMol25 dataset.

```
73
Properties=species:S:1:pos:R:3:lowdin_charge:R:1
C 2.569 1.936 -2.188 -0.13
N 2.722 1.282 -0.905 -0.30
C 3.242 2.168 0.133 -0.13
P 2.929 -0.403 -0.617 0.68
O 2.163 -0.532 0.671 -0.31
N 1.880 -1.325 -1.621 -0.32
C 1.411 -0.917 -2.930 -0.14
C 0.860 -2.128 -0.961 -0.13
N 4.227 -0.616 -1.762 -0.27
C 4.632 -2.038 -1.925 -0.12
C 5.468 0.110 -1.403 -0.13
H 3.440 1.848 -2.853 0.08
H 2.384 3.003 -2.058 0.08
H 1.693 1.568 -2.716 0.04
H 4.338 2.249 0.119 0.06
H 2.953 1.809 1.122 0.07
H 2.830 3.173 0.035 0.08
H 0.555 -0.233 -2.860 0.07
H 1.085 -1.792 -3.502 0.08
H 2.197 -0.454 -3.523 0.07
H 0.003 -1.521 -0.637 0.07
H 1.263 -2.642 -0.093 0.06
H 0.494 -2.900 -1.642 0.08
H 4.989 -2.471 -0.986 0.09
H 5.429 -2.110 -2.666 0.08
H 3.811 -2.648 -2.289 0.07
H 5.800 -0.112 -0.385 0.09
H 5.338 1.187 -1.497 0.06
H 6.269 -0.156 -2.090 0.08
C -3.070 1.709 -2.583 -0.13
N -2.632 2.255 -1.315 -0.30
C -1.181 2.265 -1.161 -0.14
P -3.529 2.318 0.155 0.68
O -3.029 3.625 0.702 -0.30
N -5.164 2.770 -0.123 -0.33
C -5.903 2.501 -1.340 -0.15
C -5.619 4.024 0.463 -0.14
N -3.987 0.633 0.139 -0.27
C -4.923 0.273 1.237 -0.13
C -2.841 -0.298 0.275 -0.13
H -3.279 0.630 -2.560 0.08
H -2.305 1.869 -3.344 0.08
H -3.952 2.222 -2.960 0.05
H -0.786 1.302 -0.809 0.06
H -0.874 3.026 -0.442 0.07
H -0.681 2.510 -2.099 0.07
H -5.684 3.240 -2.121 0.08
H -6.979 2.541 -1.143 0.08
H -5.711 1.501 -1.724 0.07
H -5.288 4.895 -0.116 0.09
H -5.260 4.136 1.482 0.07
H -6.711 4.039 0.509 0.08
H -4.484 0.454 2.223 0.08
H -5.187 -0.782 1.163 0.08
H -5.850 0.834 1.171 0.07
H -2.215 -0.067 1.141 0.09
H -2.214 -0.288 -0.615 0.05
H -3.200 -1.322 0.374 0.08
C 3.591 -2.808 3.610 -0.03
C 2.181 -3.277 3.935 -0.28
C 0.984 -2.395 3.565 -0.10
C -0.113 -3.364 4.064 -0.16
O 0.387 -4.654 3.704 0.01
C 1.679 -4.529 3.242 -0.44
O 2.207 -5.248 2.435 0.14
H 4.194 -3.689 3.392 0.08
H 4.043 -2.357 4.490 0.07
H 3.634 -2.091 2.795 0.07
H 2.128 -3.410 5.020 0.15
H 0.915 -2.523 2.480 0.11
H 0.947 -1.371 3.908 0.13
H -0.122 -3.265 5.153 0.12
H -1.097 -3.169 3.655 0.12
```

Values from the calculation:
total charge	0
LUMO level	0.30	eV
HOMO-LUMO gap	0.318	Ha
E_HOMO	-8.36	eV
E_tot	-54049.653	eV
largest force on an atom	6.6	eV/A